i.
ORCA calculation (ωB97M-V/def2-TZVPD) on 4 unconnected molecules or ions with the total composition C5H17NO4.

Structure (XYZ):
```
27
Properties=species:S:1:pos:R:3
C 1.105 -1.297 -1.805
N 0.475 -0.858 -0.662
C 0.567 -1.747 0.489
C -1.875 -0.955 -1.483
C -0.809 -0.121 -0.773
C -0.665 1.248 -1.434
O 0.878 -0.902 -2.925
H 1.898 -2.041 -1.619
H -0.179 -2.547 0.457
H 1.558 -2.192 0.555
H 0.398 -1.186 1.409
H -2.827 -0.425 -1.429
H -1.641 -1.044 -2.545
H -1.961 -1.959 -1.068
H -1.130 0.028 0.261
H -0.350 1.145 -2.468
H 0.026 1.897 -0.902
H -1.640 1.738 -1.420
H 0.999 2.378 1.284
H 0.030 1.790 2.326
O 0.366 2.630 1.976
H 2.907 0.952 0.728
H 1.756 0.822 -0.255
O 2.308 1.483 0.191
H -0.066 0.441 4.129
H -1.514 0.477 3.620
O -0.616 0.244 3.364
```

Calculated values
**2S+1**: 1
**SMILES**: CC(C)N(C)C=O.O.O.O
**LUMO energy**: 0.3 eV
**HOMO**: -0.357 Ha

Atomic partial charges in e from the Löwdin method, atoms 1 to 6: -0.322 -0.142 -0.055 -0.047 -0.380 -0.040

=====

ii.
ORCA calculation (ωB97M-V/def2-TZVPD) on 4 unconnected molecules or ions with the total composition C5H17NO4.

Structure (XYZ):
```
27
Properties=species:S:1:pos:R:3
O -1.921 -0.586 1.323
C -1.608 0.293 0.549
C -0.621 0.119 -0.587
C 0.811 0.098 0.020
C 1.810 -0.335 -1.040
C 1.229 1.429 0.633
N -0.742 1.159 -1.597
H -2.019 1.310 0.656
H -0.841 -0.821 -1.101
H 0.785 -0.631 0.838
H 1.703 0.259 -1.949
H 2.831 -0.262 -0.661
H 1.648 -1.365 -1.357
H 1.397 2.190 -0.136
H 2.158 1.340 1.197
H 0.489 1.856 1.312
H -1.604 1.094 -2.123
H -0.627 2.079 -1.213
H 0.528 -4.866 -0.875
H 0.262 -3.698 0.150
O 0.925 -4.089 -0.477
H -1.393 -2.324 1.203
H -0.916 -3.422 2.191
O -1.110 -3.272 1.273
H -1.586 4.113 1.177
H -0.537 4.550 0.141
O -1.049 3.779 0.454
```

Calculated values
**2S+1**: 1
**SMILES**: CC(C)[C@H](N)C=O.O.O.O
**LUMO energy**: 0.3 eV
**HOMO**: -0.341 Ha

Atomic partial charges in e from the Löwdin method, atoms 1 to 6: 0.042 -0.186 -0.333 -0.379 -0.071 -0.079

=====

iii.
ORCA calculation (ωB97M-V/def2-TZVPD) on 5 unconnected molecules or ions with the total composition C5H17NO4.

Structure (XYZ):
```
27
Properties=species:S:1:pos:R:3
C 2.066 1.197 1.150
N 1.812 0.578 2.522
C 0.643 -0.396 2.503
C 0.621 -1.055 1.388
C -0.429 -2.040 1.292
C -0.504 -2.959 0.342
H 1.103 1.455 0.581
H 2.627 2.215 1.260
H 2.590 0.495 0.495
H 1.727 1.254 3.296
H 0.062 -0.329 3.383
H 1.242 -0.964 0.496
H -0.995 -2.054 2.187
H -1.157 -3.805 0.462
H 0.002 -2.962 -0.637
H -1.720 -0.553 -2.044
H -3.132 -0.221 -1.789
O -2.455 -0.119 -2.530
H -1.095 2.017 -2.866
H -0.706 1.865 -1.416
O -0.505 2.341 -2.221
H -0.728 1.038 0.626
H -1.754 2.200 0.674
O -1.496 1.354 0.222
H 0.440 -0.601 -2.576
H 1.018 0.471 -3.389
O 0.723 -0.422 -3.409
```

Calculated values
**2S+1**: 1
**SMILES**: C=C/C=C/NC.O.O.O.O
**LUMO energy**: 0.3 eV
**HOMO**: -0.312 Ha

Atomic partial charges in e from the Löwdin method, atoms 1 to 6: -0.124 -0.088 -0.101 -0.173 -0.204 0.004

=====

Quick one: most stable of them? i

=====

i.
ORCA calculation (ωB97M-V/def2-TZVPD) on a molecular structure, C29H30N7O5PSeTeY.

Structure (XYZ):
```
75
Properties=species:S:1:pos:R:3
Y -0.757 0.276 -0.321
Se 2.958 6.896 -3.329
N 2.360 6.459 -1.714
C 1.778 5.293 -1.815
C 1.128 4.619 -0.708
C 1.010 5.192 0.558
C 0.353 4.493 1.546
C -0.155 3.232 1.253
N -0.041 2.666 0.057
C 0.579 3.349 -0.921
C 0.622 2.726 -2.245
N 0.039 1.522 -2.373
C -0.013 0.962 -3.575
C 0.540 1.549 -4.709
C 1.167 2.769 -4.585
C 1.208 3.383 -3.333
C 1.816 4.681 -3.117
N 2.429 5.360 -4.051
H 1.426 6.175 0.735
H 0.225 4.908 2.536
H -0.681 2.656 2.005
H -0.529 0.011 -3.631
H 0.468 1.050 -5.664
H 1.615 3.269 -5.433
C 1.651 -0.012 3.664
C 0.416 0.127 2.808
O 0.593 0.174 1.570
C -0.876 0.196 3.435
C -0.995 0.062 4.842
C -2.205 0.136 5.469
C -3.363 0.365 4.702
C -3.295 0.510 3.345
C -2.058 0.419 2.660
O -2.036 0.559 1.376
H 2.532 0.006 3.028
H 1.630 -0.948 4.223
H 1.717 0.800 4.389
H -0.109 -0.114 5.436
H -2.278 0.022 6.541
H -4.324 0.424 5.197
H -4.181 0.665 2.743
C 4.476 -2.550 -0.385
N 3.195 -2.086 -0.887
C 2.570 -2.497 -2.036
C 1.400 -1.806 -2.099
N 1.299 -0.973 -1.011
C 2.396 -1.176 -0.306
H 4.881 -3.281 -1.079
H 4.354 -3.020 0.589
H 5.175 -1.719 -0.303
H 3.005 -3.233 -2.688
H 0.621 -1.866 -2.836
H 2.634 -0.681 0.620
C -1.469 -5.516 -2.604
C -1.182 -4.126 -2.090
O -2.342 -3.672 -1.374
P -2.436 -2.206 -0.764
O -1.695 -1.204 -1.659
Te -4.606 -1.755 -0.106
O -1.336 -2.208 0.467
C -1.627 -2.925 1.685
C -0.323 -3.371 2.305
H -0.616 -5.886 -3.174
H -2.344 -5.506 -3.252
H -1.658 -6.198 -1.777
H -0.989 -3.429 -2.909
H -0.319 -4.115 -1.418
H -2.255 -3.785 1.443
H -2.196 -2.266 2.342
H 0.223 -4.020 1.619
H -0.521 -3.926 3.222
H 0.308 -2.516 2.550
N -3.675 2.271 -1.601
C -2.776 1.652 -1.225
H -4.537 2.709 -1.854
```

Calculated values
**2S+1**: 1
**Net charge**: +1
**LUMO energy**: -3.3 eV
**HOMO**: -0.335 Ha

Atomic partial charges in e from the Löwdin method, atoms 1 to 6: 1.385 1.167 -0.219 -0.338 -0.077 0.031

=====

ii.
ORCA calculation (ωB97M-V/def2-TZVPD) on a molecular structure, C29H30N7O5PSeTeY.

Structure (XYZ):
```
75
Properties=species:S:1:pos:R:3
Y -0.239 0.105 -0.473
Se 1.010 5.585 5.569
N 0.662 3.844 5.536
C 0.520 3.508 4.282
C 0.219 2.151 3.836
C 0.065 1.089 4.725
C -0.208 -0.164 4.227
C -0.325 -0.325 2.850
N -0.186 0.680 1.993
C 0.086 1.904 2.470
C 0.249 2.986 1.482
N 0.106 2.661 0.186
C 0.255 3.619 -0.721
C 0.549 4.940 -0.398
C 0.695 5.279 0.926
C 0.544 4.287 1.893
C 0.683 4.564 3.320
N 0.957 5.747 3.802
H 0.168 1.272 5.787
H -0.330 -1.015 4.881
H -0.533 -1.290 2.409
H 0.138 3.318 -1.753
H 0.656 5.674 -1.184
H 0.923 6.289 1.239
C 4.374 0.946 -0.520
C 3.135 0.096 -0.402
O 2.047 0.669 -0.634
C 3.242 -1.300 -0.071
C 4.508 -1.934 -0.071
C 4.639 -3.269 0.187
C 3.485 -4.025 0.470
C 2.247 -3.443 0.505
C 2.083 -2.061 0.250
O 0.904 -1.537 0.346
H 4.077 1.985 -0.631
H 4.955 0.647 -1.396
H 5.018 0.834 0.351
H 5.392 -1.354 -0.300
H 5.611 -3.741 0.167
H 3.579 -5.087 0.662
H 1.352 -4.016 0.715
C 1.843 1.001 -5.840
N 0.885 1.179 -4.757
C -0.435 1.537 -4.885
C -0.955 1.509 -3.630
N 0.031 1.171 -2.729
C 1.118 0.969 -3.451
H 1.501 1.559 -6.707
H 1.931 -0.051 -6.104
H 2.815 1.383 -5.538
H -0.877 1.760 -5.840
H -1.966 1.705 -3.319
H 2.081 0.683 -3.064
C -5.483 -2.554 -1.989
C -4.701 -1.820 -0.928
O -3.767 -2.734 -0.313
P -2.213 -2.395 -0.302
O -1.974 -1.123 0.496
Te -1.259 -2.110 -2.444
O -1.642 -3.677 0.416
C -2.018 -3.977 1.783
C -2.686 -5.330 1.826
H -6.229 -1.890 -2.428
H -5.995 -3.415 -1.560
H -4.816 -2.901 -2.778
H -5.346 -1.450 -0.130
H -4.159 -0.975 -1.358
H -2.678 -3.197 2.166
H -1.095 -3.966 2.364
H -3.606 -5.318 1.243
H -2.927 -5.592 2.857
H -2.025 -6.094 1.419
N -3.600 2.026 -0.322
C -2.595 1.528 -0.596
H -4.474 2.443 -0.072
```

Calculated values
**2S+1**: 1
**Net charge**: +1
**LUMO energy**: -3.0 eV
**HOMO**: -0.359 Ha

Atomic partial charges in e from the Löwdin method, atoms 1 to 6: 1.210 1.158 -0.220 -0.338 -0.080 0.026

=====

Quick one: most stable of them? ii

=====

i.
ORCA calculation (ωB97M-V/def2-TZVPD) on C2H2N2O2 in the gas phase.

Structure (XYZ):
```
8
Properties=species:S:1:pos:R:3
C -1.056 -0.294 -0.107
C 0.813 0.907 0.532
H 1.421 1.489 1.309
H 0.050 -1.377 -1.230
N -0.403 0.581 0.848
N -0.049 -0.414 -1.127
O -2.004 -0.991 0.328
O 1.229 0.098 -0.553
```

Calculated values
**2S+1**: 1
**SMILES**: O=c1nco[nH]1
**LUMO energy**: -0.1 eV
**HOMO**: -0.390 Ha

Atomic partial charges in e from the Löwdin method, atoms 1 to 6: -0.417 -0.105 0.165 0.112 0.104 0.131

=====

ii.
ORCA calculation (ωB97M-V/def2-TZVPD) on C2H2N2O2 in the gas phase.

Structure (XYZ):
```
8
Properties=species:S:1:pos:R:3
C -1.241 -0.118 -0.039
C 1.242 0.143 -0.016
H -2.397 -0.211 0.195
H 2.333 0.081 0.121
N -0.629 -1.211 0.033
N 0.689 1.247 0.035
O -0.757 1.187 -0.162
O 0.759 -1.117 -0.167
```

Calculated values
**2S+1**: 1
**SMILES**: C1=NOC=NO1
**LUMO energy**: 0.8 eV
**HOMO**: -0.363 Ha

Atomic partial charges in e from the Löwdin method, atoms 1 to 6: -0.194 -0.230 0.176 0.150 0.079 0.117

=====

Quick one: most stable of them? i